Entry 1:
Computed, not measured: C50H49N7O2STeTi as an isolated structure, with wB97M-V/def2-TZVPD.

Summary:
- LUMO level (spin up / spin down) (eV) = -2.689 / -2.753
- spin multiplicity = 2
- <S²> = 0.7604
- HOMO-LUMO gap (spin up / spin down) (eV) = 6.9864 / 7.1031
- total charge = +1

Structure (XYZ):
```
111
Properties=species:S:1:pos:R:3:forces:R:3
Ti -0.56456 1.36622 -0.99611 -0.1 -0.4 0.6
N 2.07472 4.48476 0.69697 0.0 0.0 0.0
C 1.20760 3.69095 0.03001 0.0 0.0 -0.1
S 0.09373 2.71587 0.93418 -0.2 0.0 0.0
N 1.28111 3.67489 -1.27557 0.1 0.0 0.0
N 0.21590 3.07364 -1.86384 0.0 0.1 -0.2
C 0.40525 2.34219 -2.93110 0.3 0.3 -0.3
C 1.74551 1.77637 -3.15984 0.0 0.0 0.0
C 2.62935 2.12081 -4.16785 0.0 0.0 0.0
C 3.92969 1.63367 -4.14158 0.0 0.0 0.0
C 4.33223 0.83359 -3.08182 0.0 0.0 0.0
C 3.44794 0.47109 -2.07257 0.0 -0.1 0.0
C 2.13057 0.90686 -2.12372 0.0 0.1 0.0
O 1.19481 0.51397 -1.22389 -0.2 0.2 -0.1
H 2.20641 4.34887 1.68185 0.0 0.0 0.0
H 2.80229 4.93584 0.16801 0.0 0.0 0.0
H -0.44655 2.20069 -3.59065 -0.1 -0.1 0.1
H 2.31020 2.79356 -4.95438 0.0 0.0 0.0
H 4.62763 1.89849 -4.92366 0.0 0.0 0.0
H 5.35488 0.48046 -3.03527 0.0 0.0 0.0
H 3.78015 -0.14199 -1.24674 0.0 0.0 0.0
C -0.60122 6.52826 -3.10939 0.0 0.0 0.0
C -1.13663 6.09716 -1.77537 0.0 0.0 0.0
C -0.87583 6.83536 -0.62120 0.0 0.0 0.0
C -1.38247 6.40297 0.58883 0.0 0.0 0.0
C -2.12250 5.23192 0.62510 0.0 0.0 0.0
C -2.31047 4.54988 -0.56546 0.0 0.0 0.0
N -1.85699 4.97847 -1.74203 0.0 0.0 0.0
C -3.14232 3.31543 -0.62798 0.0 0.0 0.0
C -4.43215 3.37665 -0.11979 0.0 0.0 0.0
C -5.30429 2.32970 -0.34093 0.0 0.0 0.0
C -4.88304 1.27533 -1.12579 0.0 0.0 0.0
C -3.57536 1.26356 -1.57932 0.1 0.0 0.0
N -2.68880 2.22448 -1.27538 0.0 0.1 -0.1
C -3.09142 0.18107 -2.47298 0.0 0.0 0.0
C -4.00262 -0.54279 -3.22699 0.0 0.0 0.0
C -3.53762 -1.51524 -4.08998 0.0 0.0 0.0
C -2.17712 -1.72249 -4.17287 0.0 0.0 0.0
C -1.30877 -0.95343 -3.40496 0.0 0.0 0.0
C 0.16163 -1.18940 -3.53533 0.0 0.0 0.0
N -1.76147 -0.00559 -2.56164 0.0 0.0 0.0
H -1.00607 7.49880 -3.40029 0.0 0.0 0.0
H 0.48565 6.61792 -3.07288 0.0 0.0 0.0
H -0.86911 5.79439 -3.86574 0.0 0.0 0.0
H -0.28401 7.73937 -0.68445 0.0 0.0 0.0
H -1.19390 6.96157 1.49630 0.0 0.0 0.0
H -2.50388 4.83262 1.55509 0.0 0.0 0.0
H -4.74436 4.26714 0.40672 0.0 0.0 0.0
H -6.30893 2.35170 0.05915 0.0 0.0 0.0
H -5.54678 0.45233 -1.34024 0.0 0.0 0.0
H -5.05765 -0.32823 -3.16251 0.0 0.0 0.0
H -4.22567 -2.09107 -4.69438 0.0 0.0 0.0
H -1.76650 -2.46941 -4.83759 0.0 0.0 0.0
H 0.64083 -1.19809 -2.56140 0.0 0.0 0.0
H 0.63382 -0.39337 -4.11366 0.0 0.0 0.0
H 0.34840 -2.13367 -4.04288 0.0 0.0 0.0
C 6.75563 -1.54411 1.57190 0.0 0.0 0.0
C 5.28023 -1.47709 1.29780 0.0 0.0 0.0
C 4.44414 -0.66245 2.04416 0.0 0.0 0.0
C 3.07044 -0.61149 1.82636 0.0 0.1 0.0
C 2.23298 0.28550 2.68405 0.0 0.0 0.0
C 2.53658 -1.39988 0.81036 0.0 0.0 -0.1
Te 0.47704 -1.79187 0.47123 -0.2 -0.2 0.1
N -0.83258 -0.27577 0.35599 0.3 -0.3 0.0
C -2.11376 -0.57198 0.74237 -0.1 0.1 -0.1
O -2.88971 0.33779 1.00548 0.0 0.1 0.0
C -2.62314 -1.98721 0.76744 0.1 0.0 0.0
C -2.47197 -2.81706 -0.34063 0.0 0.0 0.0
C -2.96735 -4.11479 -0.31618 0.0 0.0 0.0
C -3.60292 -4.58957 0.82070 0.0 0.0 0.0
C -3.77892 -3.75409 1.91861 0.0 0.0 0.0
C -3.30845 -2.45308 1.88487 0.0 0.0 0.0
C 0.07474 -2.49217 2.44219 0.0 0.0 0.0
C 0.35866 -3.85745 2.60288 0.0 0.0 0.0
C 0.93326 -4.70806 1.49742 0.0 0.0 0.0
C 0.11506 -4.45485 3.83147 0.0 0.0 0.0
C -0.39591 -3.73618 4.90230 0.0 0.0 0.0
C -0.64487 -4.38712 6.23363 0.0 0.0 0.0
C -0.66082 -2.38874 4.71228 0.0 0.0 0.0
C -0.44469 -1.73573 3.50139 0.0 0.0 0.0
C -0.82792 -0.27534 3.47029 -0.1 0.0 0.0
C 3.35580 -2.21061 0.00101 0.0 0.0 0.0
C 2.87620 -2.99107 -1.20095 0.0 0.0 0.0
C 4.71606 -2.23621 0.27829 0.0 0.0 0.0
H 7.07218 -0.74501 2.23967 0.0 0.0 0.0
H 7.32952 -1.46906 0.64812 0.0 0.0 0.0
H 7.01316 -2.49582 2.04010 0.0 0.0 0.0
H 4.86577 -0.04002 2.82531 0.0 0.0 0.0
H 2.84380 1.08105 3.10927 0.0 0.0 0.0
H 1.79432 -0.27546 3.51126 0.0 0.0 0.0
H 1.43657 0.75460 2.10778 0.1 0.0 0.0
H -1.99410 -2.43949 -1.23880 0.0 0.0 0.0
H -2.86148 -4.74962 -1.18663 0.0 0.0 0.0
H -3.97761 -5.60430 0.84774 0.0 0.0 0.0
H -4.29070 -4.11913 2.79925 0.0 0.0 0.0
H -3.46039 -1.79100 2.72720 0.0 0.0 0.0
H 0.28739 -4.71912 0.61504 0.0 0.0 0.0
H 1.04473 -5.73736 1.83237 0.0 0.0 0.0
H 1.92498 -4.35657 1.19871 0.0 0.0 0.0
H 0.33238 -5.50991 3.95168 0.0 0.0 0.0
H -0.48198 -5.46238 6.18650 0.0 0.0 0.0
H -1.66722 -4.20992 6.56919 0.0 0.0 0.0
H 0.02263 -3.97689 6.99306 0.0 0.0 0.0
H -1.05606 -1.80708 5.53904 0.0 0.0 0.0
H -0.46274 0.21444 4.37344 0.0 0.0 0.0
H -1.91457 -0.17243 3.46798 0.0 0.0 0.0
H -0.45469 0.26947 2.61164 0.0 0.0 0.0
H 2.40720 -2.32784 -1.92986 0.0 0.0 0.0
H 2.16573 -3.78179 -0.95512 0.0 0.0 0.0
H 3.72746 -3.45992 -1.69077 0.0 0.0 0.0
H 5.35871 -2.85287 -0.34007 0.0 0.0 0.0
```
Forces are in eV/Å.

Entry 2:
Computed, not measured: C9H13LiN2O3 as an isolated structure, with wB97M-V/def2-TZVPD.

Summary:
- LUMO level (eV) = 0.271
- HOMO-LUMO gap (eV) = 8.2646

Structure (XYZ):
```
28
Properties=species:S:1:pos:R:3:forces:R:3
Li -0.05695 -0.01970 0.29704 -0.1 -0.5 -0.3
O -0.48472 1.20317 -1.09001 -0.2 0.2 0.0
C -0.76263 1.03347 -2.45837 0.1 0.0 0.2
C -0.85142 -0.45174 -2.72831 0.0 0.0 0.1
C -1.27219 -0.90535 -3.97406 0.0 0.0 0.0
C -1.33916 -2.26510 -4.19917 0.0 0.0 0.0
C -0.98677 -3.13207 -3.17418 0.0 0.0 0.0
C -0.58116 -2.58892 -1.97209 0.0 0.1 0.1
N -0.50965 -1.27360 -1.73739 -0.1 0.0 -0.1
H -0.25384 2.10497 -0.83807 0.0 -0.1 0.0
H 0.02892 1.46857 -3.07562 0.0 0.0 0.0
H -1.70810 1.50846 -2.73471 0.0 0.0 0.0
H -1.54420 -0.19819 -4.74829 0.0 0.0 0.0
H -1.66601 -2.64852 -5.15706 0.0 0.0 0.0
H -1.02720 -4.20474 -3.30245 0.0 0.0 0.0
H -0.29490 -3.23675 -1.15089 0.0 0.0 0.0
N 0.28773 -1.81826 1.41737 0.1 0.1 0.1
C 0.62453 -1.58346 2.84756 -0.1 0.0 -0.2
C 1.47947 -0.33349 3.01474 0.1 -0.2 0.1
C 0.68827 0.90995 2.60065 -0.1 0.2 -0.2
O 0.05633 1.50752 3.46596 0.1 0.0 0.0
O 0.70367 1.16711 1.33983 0.1 0.2 0.4
H -0.35244 -2.60042 1.34362 0.0 0.0 0.0
H 1.12993 -2.09940 0.92143 0.0 0.0 0.0
H 1.12626 -2.44960 3.28559 0.1 0.0 0.0
H -0.31758 -1.44725 3.38063 0.0 0.0 0.0
H 2.39004 -0.43072 2.41577 0.0 0.0 0.0
H 1.76028 -0.24479 4.06364 0.0 0.0 0.0
```
Forces are in eV/Å.

Electronic energy? In order: -108412.88150; -18873.86845 eV.
F_max? In order: 0.668; 0.591 eV Å⁻¹.
Energy above the lowest of the compared OMol25 structures with the same formula, charge and spin? In order: 1.101; 0.000 eV.